Record 1
{
  "formula": "C3H7BrNO",
  "method": "ωB97M-V with the def2-TZVPD basis set",
  "species": ["C", "C", "C", "N", "O", "Br", "H", "H", "H", "H", "H", "H", "H"],
  "coordinates": [[-0.9129, 0.6070, -0.1216], [-1.0707, 0.1941, 1.3640], [-0.4235, -1.6299, 0.1422], [-0.5743, -0.6997, -0.7558], [-0.6268, -1.2438, 1.3283], [3.8686, 0.6207, 0.0123], [-1.8728, 0.9077, -0.5160], [-0.1702, 1.4854, -0.3574], [-0.5220, 0.8679, 2.0733], [-2.0485, 0.2945, 1.7778], [0.0540, -2.6564, 0.0218], [5.0870, 1.2795, -0.0286], [-0.6787, -0.7837, -1.7991]],
  "forces_ev_per_angstrom": [[0.3, 1.0, -0.1], [1.3, 1.0, -0.3], [1.4, -0.7, -1.0], [-0.3, 0.7, -1.6], [-0.3, 1.0, 2.1], [-0.9, -0.5, 0.0], [-0.2, 0.2, -0.1], [-1.0, -2.1, 0.5], [0.5, -1.4, -0.7], [-1.0, -0.8, -0.3], [-1.2, 1.3, -0.2], [0.8, 0.5, 0.0], [0.6, -0.4, 1.6]],
  "lowdin_charge": [-0.075, -0.014, -0.108, 0.115, 0.079, 0.305, 0.122, 0.175, 0.155, 0.123, 0.215, -0.303, 0.211],
  "fmax_ha_per_bohr": 0.04705,
  "homo_ev": -13.83,
  "orbital_gap_ev": 9.6,
  "charge": 1
}

---

Record 2
{
  "formula": "C3H7Cl2ISi",
  "method": "ωB97M-V with the def2-TZVPD basis set",
  "species": ["C", "C", "C", "Si", "Cl", "Cl", "I", "H", "H", "H", "H", "H", "H", "H"],
  "coordinates": [[1.3973, 1.3237, -1.3530], [0.3253, 0.3217, 1.4503], [-2.8723, -1.6527, 0.3037], [1.5452, 0.0826, 0.0929], [3.4229, 0.2191, 0.8684], [1.2958, -1.7867, -0.6966], [-3.7432, 0.1606, -0.0518], [0.9519, 2.2563, -1.0265], [2.3730, 1.5549, -1.7727], [0.7787, 0.9218, -2.1493], [-0.7005, 0.0079, 1.3916], [0.5797, 0.8608, 2.3442], [-3.4939, -2.4661, 0.6118], [-1.8600, -1.8039, -0.0131]],
  "forces_ev_per_angstrom": [[0.1, -0.5, 0.6], [0.4, 0.0, -0.4], [-0.1, 0.3, -0.1], [-0.6, 1.0, -0.6], [0.3, 0.0, 0.2], [-0.1, -0.4, -0.1], [0.1, -0.2, 0.0], [-0.1, 0.2, 0.2], [0.2, -0.1, 0.0], [-0.1, -0.1, 0.0], [-0.3, -0.1, -0.1], [0.1, 0.1, 0.3], [-0.2, -0.2, 0.1], [0.2, 0.0, -0.1]],
  "lowdin_charge": [-0.230, -0.085, -0.601, -0.341, 0.318, 0.309, 0.732, 0.024, 0.022, 0.019, -0.043, -0.001, -0.049, -0.074],
  "fmax_ha_per_bohr": 0.02535,
  "homo_ev": [-9.50, -8.44],
  "orbital_gap_ev": [9.0, 7.4]
}

---

Record 3
{
  "formula": "C3H7Cl4NO2",
  "method": "ωB97M-V with the def2-TZVPD basis set",
  "species": ["C", "N", "O", "O", "H", "H", "H", "Cl", "C", "Cl", "H", "H", "Cl", "C", "Cl", "H", "H"],
  "coordinates": [[3.3538, -21.9385, 19.4860], [2.1698, -21.0592, 19.3627], [2.0230, -20.4783, 18.3122], [1.4031, -21.0187, 20.3037], [4.2560, -21.4544, 19.1342], [3.1054, -22.8557, 18.9607], [3.4986, -22.1708, 20.5388], [0.0830, -17.2535, 22.5695], [0.3700, -17.9827, 20.9903], [-0.4355, -17.1077, 19.6903], [1.4375, -17.9826, 20.8047], [0.0129, -19.0041, 20.9991], [7.8793, -21.2741, 17.5862], [7.3931, -22.8051, 16.8431], [5.9332, -23.4629, 17.6020], [7.1730, -22.6498, 15.7967], [8.1914, -23.5125, 17.0190]],
  "forces_ev_per_angstrom": [[0.3, -0.4, 0.9], [0.1, 0.0, -0.1], [0.0, 0.2, -0.1], [-0.1, 0.1, 0.1], [-0.2, 0.1, -0.5], [0.2, 0.1, -0.3], [-0.2, 0.0, 0.0], [0.0, 0.1, 0.1], [0.2, -0.3, -0.1], [0.0, 0.0, -0.1], [0.0, 0.1, 0.0], [-0.1, 0.0, 0.0], [0.0, 0.0, -0.1], [0.0, 0.0, 0.4], [0.0, -0.1, 0.0], [0.1, 0.0, -0.1], [0.0, -0.1, -0.2]],
  "lowdin_charge": [0.017, -0.448, 0.079, 0.056, 0.074, 0.094, 0.098, 0.504, -1.063, 0.509, 0.021, 0.005, 0.503, -1.008, 0.513, 0.025, 0.021],
  "smiles": "C[N+](=O)[O-].ClCCl.ClCCl",
  "fmax_ha_per_bohr": 0.01985,
  "homo_ev": -10.62,
  "orbital_gap_ev": 10.7
}